1.
Entry from the Open Molecules 2025 dataset: a gas-phase ion, C25H22Br2NO (charge +1) at a distorted geometry (the ωB97M-V functional and the def2-TZVPD basis).

* net charge: +1

Atoms and positions in Å:
1 C -4.734656 -0.385614 -2.536952
2 C -3.382321 -0.872655 -2.104389
3 O -3.039214 -2.061601 -2.032500
4 N -2.497519 0.164383 -1.806230
5 C -1.111664 0.044481 -1.732064
6 C -0.525148 -1.048216 -1.005365
7 C -0.345462 -1.446807 0.781264
8 C 0.534659 -0.501360 1.456781
9 C 0.381877 0.846053 1.505348
10 C 1.298470 1.783269 2.099160
11 C 0.891571 3.128426 2.245556
12 C 1.699345 4.085159 2.856427
13 C 2.987577 3.737675 3.323722
14 Br 4.100415 5.043931 4.068440
15 C 3.385307 2.389462 3.242786
16 C 2.566197 1.427877 2.638460
17 C -0.092506 -2.909395 1.008021
18 C -1.110361 -3.817206 0.709257
19 C -0.937803 -5.195602 0.865450
20 C 0.281349 -5.698514 1.358538
21 Br 0.499379 -7.549371 1.646059
22 C 1.317815 -4.798503 1.667262
23 C 1.132548 -3.412015 1.485757
24 C -0.317166 1.165402 -2.187364
25 C 1.066841 1.218141 -1.889627
26 C 1.853306 2.295580 -2.262748
27 C 1.288804 3.383737 -2.920420
28 C -0.077704 3.356096 -3.262586
29 C -0.861885 2.252428 -2.918811
30 H -4.989766 0.517757 -1.981803
31 H -4.713181 -0.171610 -3.612998
32 H -5.484775 -1.152653 -2.350591
33 H -2.860204 1.044809 -2.157764
34 H 0.576380 -1.177089 -1.227050
35 H -1.111598 -1.981336 -0.989802
36 H -1.450326 -1.189695 0.837635
37 H 1.407893 -0.884450 2.008210
38 H -0.477894 1.302074 1.006169
39 H -0.111129 3.424469 1.912097
40 H 1.383508 5.128266 2.928276
41 H 4.372074 2.121834 3.616569
42 H 2.891361 0.394513 2.597381
43 H -2.076326 -3.451539 0.370874
44 H -1.755241 -5.880391 0.662299
45 H 2.244445 -5.181161 2.103356
46 H 1.962855 -2.757746 1.749465
47 H 1.527129 0.355496 -1.443768
48 H 2.914481 2.253062 -2.020930
49 H 1.889113 4.262942 -3.143590
50 H -0.519547 4.200426 -3.810935
51 H -1.871302 2.196778 -3.352334

Atoms 1-2, force components in eV/Å:
0.0 -0.1 0.0
0.4 -3.5 0.2


2.
Entry from the Open Molecules 2025 dataset: C2H3BrF2S in the gas phase at a distorted geometry (the ωB97M-V functional and the def2-TZVPD basis).

* energy relative to the best compared isomer or geometry (same formula, charge and spin): 13.44 kcal/mol
* net charge: 0

Atoms and positions in Å:
1 F -0.381015 -0.483773 1.748182
2 C 0.593257 -0.297297 0.765821
3 F 1.394233 -1.334128 0.897225
4 Br 1.644611 1.277295 0.989229
5 C -0.231450 -0.199309 -0.922626
6 S -1.827912 0.305398 -0.615267
7 H 0.334673 0.530398 -1.543648
8 H -0.175201 -1.160555 -1.413985
9 H -1.351195 1.361971 0.095069

Atoms 1-2, force components in eV/Å:
1.3 0.9 -1.4
-2.5 -0.6 -2.1


no.,LUMO energy (eV)
1,-5.311
2,0.574